Below is one molecule with the formula C4H10N2O, with properties calculated with the ωB97M-V functional and the def2-TZVPD basis.

Gap between HOMO and LUMO (eV): 10.0
Total charge: 0
Structure (SMILES): CCNC(=O)CN
LUMO level (eV): 0.807
Relative energy (zero: lowest compared OMol25 entry of this formula, charge and spin) (kcal per mole): 22.8
E_HOMO (eV): -9.21

Cartesian coordinates (Å):
O: -2.412 0.160 0.857
N: -1.629 -2.203 -0.551
N: -0.370 1.054 0.495
C: 2.088 0.956 0.189
C: -1.258 0.014 0.509
C: -0.698 -1.358 0.227
C: 0.732 1.228 -0.455
H: 2.915 0.992 -0.512
H: -2.541 -1.763 -0.591
H: 0.278 -1.363 -0.255
H: -0.762 1.931 0.805
H: 2.052 -0.026 0.659
H: 0.547 0.660 -1.368
H: -0.597 -1.820 1.216
H: -1.278 -2.382 -1.479
H: 2.220 1.647 1.024
H: 0.713 2.273 -0.769

Atoms 1-3, force components in eV/Å:
-0.2 -0.1 0.0
0.3 0.3 0.3
0.1 0.4 -0.3

Results of the natural (NBO) charge analysis, in e, for atoms 1 through 6: O -0.612; N -0.835; N -0.629; C -0.616; C 0.669; C -0.326

Below is one molecule with the formula C4H10N2O, with properties calculated with the ωB97M-V functional and the def2-TZVPD basis.

Gap between HOMO and LUMO (eV): 9.8
Total charge: 0
Structure (SMILES): NC[C@@H](N)CC=O
LUMO level (eV): 0.898
Relative energy (zero: lowest compared OMol25 entry of this formula, charge and spin) (kcal per mole): 38.1
E_HOMO (eV): -8.85

Cartesian coordinates (Å):
O: -0.434 -0.482 3.362
N: 0.326 0.703 -2.335
N: 0.579 1.304 0.482
C: 0.160 -0.811 2.366
C: -0.448 -0.025 -1.324
C: -0.465 -0.887 1.007
C: 0.312 -0.037 0.016
H: -0.601 -1.069 -1.590
H: 0.511 2.012 -0.231
H: 1.251 -0.982 2.443
H: 0.220 1.600 1.373
H: -0.410 -1.913 0.641
H: -1.506 -0.580 1.068
H: -0.287 1.132 -3.015
H: -1.409 0.472 -1.184
H: 0.922 0.057 -2.836
H: 1.279 -0.495 -0.242

Atoms 1-3, force components in eV/Å:
-0.1 -0.1 0.0
-0.2 -0.1 0.0
0.2 0.1 0.2

Results of the natural (NBO) charge analysis, in e, for atoms 1 through 6: O -0.522; N -0.845; N -0.874; C 0.441; C -0.216; C -0.521

Below is a 2-piece molecular cluster, C4H10N2O overall, with properties calculated with the ωB97M-V functional and the def2-TZVPD basis.

Gap between HOMO and LUMO (eV): 9.6
Total charge: 0
Structure (SMILES): [H]/N=N/C.C/C=C/O
LUMO level (eV): 0.847
Relative energy (zero: lowest compared OMol25 entry of this formula, charge and spin) (kcal per mole): 108.5
E_HOMO (eV): -8.73

Cartesian coordinates (Å):
O: -1.315 0.683 0.960
N: 0.577 -1.331 0.321
N: 0.685 -2.268 1.145
C: -0.928 0.778 -0.412
C: 0.073 1.647 -2.579
C: -0.040 1.449 -1.072
C: 0.506 -1.950 2.521
H: 1.003 2.114 -2.828
H: -0.752 2.261 -2.949
H: 0.523 -0.871 2.736
H: 1.170 -2.529 3.253
H: -0.650 -2.211 2.821
H: -0.648 1.068 1.530
H: -1.558 0.185 -1.104
H: 0.707 -1.833 -0.636
H: 0.008 0.618 -3.052
H: 0.639 2.190 -0.655

Atoms 1-3, force components in eV/Å:
0.4 0.1 -2.4
0.8 -2.4 0.0
0.1 -0.1 -1.4

Results of the natural (NBO) charge analysis, in e, for atoms 1 through 6: O -0.696; N -0.322; N -0.152; C 0.156; C -0.623; C -0.302

Below is a 2-piece molecular cluster, C4H10N2O overall, with properties calculated with the ωB97M-V functional and the def2-TZVPD basis.

Gap between HOMO and LUMO (spin up / spin down) (eV): 6.6 / 8.8
Total charge: 0
LUMO level (spin up / spin down) (eV): 0.903 / -0.898
2S+1: 3
Relative energy (zero: lowest compared OMol25 entry of this formula, charge and spin) (kcal per mole): 0.0
E_HOMO (spin up / spin down) (eV): -5.70 / -9.66

Cartesian coordinates (Å):
O: 3.262 1.399 -0.145
N: -0.414 0.655 1.082
N: -1.381 0.680 0.237
C: 2.769 -0.913 0.241
C: -1.787 -0.656 -0.182
C: -1.988 1.708 -0.293
C: 2.495 0.481 -0.231
H: 2.116 -1.637 -0.238
H: -1.673 2.702 -0.035
H: -2.790 1.556 -0.987
H: 3.814 -1.165 0.076
H: 1.488 0.622 -0.668
H: 2.594 -0.938 1.316
H: -2.869 -0.730 -0.270
H: -0.131 1.598 1.344
H: -1.421 -1.364 0.559
H: -1.329 -0.880 -1.145

Atoms 1-3, force components in eV/Å:
0.2 0.2 0.1
3.1 0.7 2.6
-1.0 -5.7 -0.4

Results of the natural (NBO) charge analysis, in e, for atoms 1 through 6: O -0.528; N -0.385; N -0.268; C -0.728; C -0.413; C -0.216

In the order shown, the computed total energy values come out to -343.165126 -343.140759 -343.028612 -342.969597 a.u..